1.
Formula: C4H10N3
Source: OMol25
Level of theory: ωB97M-V/def2-TZVPD

The net charge is +1. The LUMO energy comes out at -3.9 eV. As for the relative energy (zero: lowest compared OMol25 entry of this formula, charge and spin): 5.494 eV. The calculation puts the HOMO energy at -13.09 eV. The total energy is -322.25866 Eh. As for the spin multiplicity: 1. Its maximum force is 4.57 eV/A. As for the HOMO-LUMO gap: 9.22 eV.

Last column: Löwdin charge in e.
Geometry (Å):
1 C -0.837 1.768 0.081  0.07
2 C -1.349 0.553 0.202  -0.19
3 C 1.681 0.237 0.255  -0.10
4 C -1.082 -1.945 0.641  0.02
5 N 0.719 -0.454 0.310  0.15
6 N 2.682 0.938 -0.145  0.20
7 N -0.608 -0.566 0.309  -0.20
8 H -1.338 2.760 0.182  0.10
9 H 0.228 1.749 0.009  0.01
10 H -2.398 0.406 0.304  0.13
11 H 0.006 -0.156 -2.270  0.10
12 H -2.159 -1.954 0.486  0.10
13 H -0.586 -2.696 0.087  0.07
14 H -0.946 -2.382 1.686  0.12
15 H 3.092 0.732 -1.068  0.16
16 H 3.123 1.602 0.612  0.21
17 H -0.228 -0.592 -1.683  0.05



2.
Formula: C23H15Cl2N5O4
Source: OMol25
Level of theory: ωB97M-V/def2-TZVPD

The LUMO energy comes out at -3.7 eV. As for the relative energy (zero: lowest compared OMol25 entry of this formula, charge and spin): 0.000 eV. The calculation puts the HOMO energy at -7.07 eV. The total energy is -2380.40791 Eh. As for the spin multiplicity: 1. Its SMILES is CN1c2ccccc2N(C)C1c1ccc([N+](=O)[O-])cc1.N#CC1=C(C#N)C(=O)C(Cl)=C(Cl)C1=O. Its maximum force is 3.34 eV/A. As for the HOMO-LUMO gap: 3.39 eV.

Last column: Löwdin charge in e.
Geometry (Å):
1 N 7.385 5.687 2.443  0.24
2 C 6.425 6.053 2.987  -0.14
3 C 5.268 6.459 3.643  -0.07
4 C 4.935 5.940 4.867  -0.07
5 C 5.751 5.000 5.487  -0.14
6 N 6.441 4.210 5.989  0.24
7 C 3.702 6.351 5.541  -0.37
8 O 3.373 5.899 6.624  0.14
9 C 2.867 7.317 4.879  -0.59
10 Cl 1.424 7.803 5.658  0.79
11 C 3.198 7.832 3.667  -0.59
12 Cl 2.180 8.975 2.906  0.79
13 C 4.400 7.436 2.983  -0.37
14 O 4.666 7.905 1.890  0.14
15 C 4.029 0.613 2.645  -0.02
16 N 3.684 1.165 1.341  -0.07
17 C 4.586 2.122 0.666  -0.22
18 H 4.650 3.039 1.264  0.14
19 C 5.942 1.548 0.424  -0.18
20 C 6.091 0.387 -0.316  0.01
21 C 7.345 -0.138 -0.537  0.02
22 C 8.457 0.496 -0.018  -0.15
23 N 9.793 -0.056 -0.250  -0.32
24 O 10.765 0.542 0.231  0.06
25 O 9.896 -1.096 -0.917  0.06
26 C 8.312 1.655 0.719  0.02
27 C 7.059 2.180 0.939  -0.01
28 N 3.867 2.413 -0.592  -0.07
29 C 4.425 3.345 -1.564  -0.02
30 C 2.680 1.642 -0.670  -0.16
31 C 2.569 0.875 0.516  -0.16
32 C 1.490 0.030 0.701  -0.04
33 C 0.526 -0.048 -0.290  -0.12
34 C 0.634 0.702 -1.449  -0.12
35 C 1.709 1.552 -1.650  -0.04
36 H 3.272 -0.086 2.988  0.08
37 H 4.988 0.101 2.587  0.08
38 H 4.117 1.422 3.368  0.08
39 H 5.214 -0.095 -0.714  0.13
40 H 7.489 -1.040 -1.110  0.12
41 H 9.198 2.128 1.109  0.12
42 H 6.937 3.089 1.503  0.09
43 H 3.783 3.435 -2.436  0.08
44 H 4.536 4.324 -1.102  0.08
45 H 5.409 3.002 -1.879  0.08
46 H 1.414 -0.554 1.601  0.10
47 H -0.318 -0.703 -0.159  0.10
48 H -0.129 0.622 -2.205  0.10
49 H 1.799 2.134 -2.550  0.10



3.
Formula: C29H48NOP3RuS
Source: OMol25
Level of theory: ωB97M-V/def2-TZVPD

The net charge is +3. The LUMO energy (alpha / beta) comes out at -7.7 / -11.6 eV. As for the relative energy (zero: lowest compared OMol25 entry of this formula, charge and spin): 0.000 eV. The calculation puts the HOMO energy (alpha / beta) at -12.20 / -16.19 eV. The total energy is -2779.84017 Eh. As for the spin multiplicity: 6. Its maximum force is 3.60 eV/A. Its expectation value of S² is 8.78. As for the HOMO-LUMO gap (alpha / beta): 4.48 / 4.55 eV.

Last column: Löwdin spin population.
Geometry (Å):
1 Ru -0.168 0.288 -0.108  2.48
2 P -0.863 2.179 0.897  0.11
3 P -2.055 -0.963 0.841  0.11
4 P 1.422 1.353 -1.381  0.12
5 H -1.916 -0.798 -1.934  0.02
6 C -0.849 -0.554 -1.990  0.24
7 C 0.118 -1.477 -1.452  0.19
8 H -0.220 -2.426 -1.035  0.01
9 C -2.204 2.882 -0.106  0.05
10 C -1.623 2.075 2.548  0.01
11 C 0.299 3.559 1.196  0.01
12 C -2.234 -2.717 0.309  0.02
13 C -2.122 -1.241 2.666  0.03
14 C -3.712 -0.308 0.385  0.01
15 C 2.306 0.422 -2.702  0.02
16 C 2.869 2.062 -0.508  0.03
17 C 0.741 2.707 -2.413  0.02
18 H -0.570 0.105 -2.820  0.02
19 H 1.131 -1.518 -1.860  0.01
20 H -2.615 3.791 0.353  0.01
21 H -3.006 2.155 -0.264  0.00
22 H -1.768 3.127 -1.074  0.00
23 H -1.777 3.087 2.942  0.00
24 H -0.934 1.542 3.211  0.00
25 H -2.586 1.557 2.496  0.00
26 H -0.207 4.341 1.778  0.00
27 H 0.668 3.995 0.263  0.00
28 H 1.142 3.191 1.792  0.00
29 H -3.156 -3.133 0.739  0.01
30 H -1.378 -3.303 0.663  0.00
31 H -2.289 -2.778 -0.783  0.00
32 H -3.153 -1.469 2.973  0.01
33 H -1.776 -0.364 3.215  0.00
34 H -1.471 -2.088 2.920  0.00
35 H -4.488 -1.065 0.571  0.00
36 H -3.714 -0.062 -0.683  0.00
37 H -3.938 0.592 0.968  0.00
38 H 2.920 1.116 -3.293  0.01
39 H 1.593 -0.075 -3.368  0.00
40 H 2.961 -0.327 -2.240  0.00
41 H 3.456 2.691 -1.192  0.01
42 H 3.487 1.220 -0.171  0.00
43 H 2.553 2.659 0.352  0.00
44 H 1.444 2.997 -3.207  0.00
45 H 0.501 3.593 -1.815  0.00
46 H -0.180 2.333 -2.879  0.00
47 C -1.896 4.719 -3.944  0.22
48 C -2.943 5.561 -4.358  0.09
49 C -3.330 5.504 -5.695  0.05
50 C -2.681 4.620 -6.573  0.29
51 C -1.518 3.947 -6.179  0.04
52 C -1.061 4.081 -4.865  0.12
53 O -1.775 4.394 -2.619  0.17
54 H -2.642 4.537 -2.167  0.00
55 H -3.456 6.187 -3.626  0.00
56 H -4.151 6.132 -6.051  0.00
57 H -3.081 4.458 -7.577  0.01
58 H -0.959 3.316 -6.881  0.00
59 H -0.127 3.637 -4.533  0.00
60 N 1.167 -0.232 1.353  0.31
61 S 1.229 -1.741 2.035  0.06
62 C 2.358 -2.810 1.145  0.01
63 C 3.632 -2.415 0.732  0.00
64 C 4.451 -3.336 0.073  0.00
65 C 3.995 -4.633 -0.173  0.00
66 C 2.729 -5.037 0.262  0.00
67 C 1.913 -4.130 0.934  0.00
68 C 2.007 -1.581 3.641  0.01
69 C 1.383 -2.262 4.706  0.00
70 C 1.948 -2.222 5.979  0.00
71 C 3.135 -1.508 6.178  0.00
72 C 3.766 -0.850 5.119  0.00
73 C 3.203 -0.887 3.839  0.00
74 H 1.630 0.457 1.947  0.01
75 H 3.979 -1.407 0.951  0.00
76 H 5.452 -3.037 -0.240  0.00
77 H 4.626 -5.341 -0.710  0.00
78 H 2.368 -6.052 0.088  0.00
79 H 0.939 -4.428 1.324  0.00
80 H 0.477 -2.837 4.510  0.00
81 H 1.462 -2.754 6.799  0.00
82 H 3.576 -1.477 7.171  0.00
83 H 4.703 -0.315 5.277  0.00
84 H 3.708 -0.409 3.002  0.00



4.
Formula: C16H34N5S2
Source: OMol25
Level of theory: ωB97M-V/def2-TZVPD

The net charge is +1. The LUMO energy comes out at -2.1 eV. As for the relative energy (zero: lowest compared OMol25 entry of this formula, charge and spin): 0.419 eV. The calculation puts the HOMO energy at -11.44 eV. The total energy is -1700.02159 Eh. As for the spin multiplicity: 1. Its maximum force is 0.97 eV/A. As for the HOMO-LUMO gap: 9.29 eV.

Last column: Löwdin charge in e.
Geometry (Å):
1 C -3.640 -3.704 -1.545  -0.10
2 H -4.543 -3.181 -1.236  0.08
3 H -3.051 -3.047 -2.180  0.06
4 H -3.938 -4.560 -2.144  0.08
5 C -2.850 -4.176 -0.329  -0.25
6 C -2.505 -3.047 0.644  -0.19
7 H -2.109 -3.476 1.566  0.12
8 H -3.414 -2.499 0.900  0.11
9 C -1.460 -2.084 0.071  -0.17
10 N -1.181 -0.990 0.980  0.02
11 C -1.872 0.132 1.079  -0.66
12 N -2.981 0.348 0.378  0.04
13 H -3.268 -0.383 -0.261  0.14
14 C -3.410 1.679 0.007  -0.16
15 H -4.482 1.666 -0.189  0.13
16 H -3.213 2.356 0.837  0.08
17 C -2.649 2.121 -1.258  -0.16
18 N -1.216 1.947 -1.085  -0.18
19 C -0.548 1.540 -2.316  -0.14
20 H -0.822 0.498 -2.514  0.12
21 C 0.976 1.664 -2.148  -0.10
22 N 1.305 1.515 -0.747  -0.10
23 H -0.065 0.901 2.248  -0.21
24 C 1.686 0.372 -0.151  -0.69
25 N 2.048 -0.676 -0.906  0.02
26 H 2.162 -0.532 -1.899  0.13
27 C 2.731 -1.861 -0.425  -0.23
28 H 2.184 -2.738 -0.788  0.12
29 C 4.174 -1.921 -0.930  -0.19
30 C 5.055 -0.783 -0.410  -0.26
31 C 5.338 -0.879 1.084  -0.10
32 H 6.046 -0.109 1.379  0.08
33 H 4.434 -0.741 1.673  0.03
34 H 5.765 -1.848 1.330  0.08
35 H 6.002 -0.814 -0.951  0.11
36 H 4.587 0.181 -0.631  0.10
37 H 4.167 -1.903 -2.023  0.11
38 H 4.600 -2.875 -0.618  0.12
39 H 2.708 -1.859 0.664  0.06
40 S 1.703 0.205 1.533  0.75
41 C 0.858 2.684 -0.016  -0.15
42 H 0.870 2.466 1.050  0.05
43 H 1.566 3.500 -0.198  0.14
44 C -0.549 3.099 -0.493  -0.16
45 H -1.131 3.445 0.361  0.10
46 H -0.482 3.929 -1.213  0.13
47 H 1.310 2.660 -2.451  0.14
48 H 1.484 0.945 -2.788  0.12
49 H -0.860 2.148 -3.179  0.13
50 H -2.972 1.494 -2.093  0.12
51 H -2.919 3.158 -1.492  0.13
52 S -1.399 1.302 2.267  0.92
53 H -0.372 -1.092 1.587  0.07
54 H -1.790 -1.681 -0.891  0.11
55 H -0.523 -2.617 -0.092  0.13
56 H -1.933 -4.668 -0.655  0.11
57 H -3.446 -4.914 0.208  0.11



5.
Formula: C21H31N5O9S
Source: OMol25
Level of theory: ωB97M-V/def2-TZVPD

The LUMO energy comes out at -0.1 eV. The calculation puts the HOMO energy at -7.88 eV. The total energy is -2167.54254 Eh. As for the spin multiplicity: 1. Its SMILES is CCCc1ccc2c(c1)Sc1cccc(OCC)c1N2.C[N+](=O)[O-].C[N+](=O)[O-].C[N+](=O)[O-].C[N+](=O)[O-]. Its maximum force is 0.55 eV/A. As for the HOMO-LUMO gap: 7.79 eV.

Last column: Löwdin charge in e.
Geometry (Å):
1 C -5.813 -0.404 2.412  -0.11
2 C -5.091 0.488 3.419  -0.25
3 C -4.196 -0.303 4.398  -0.16
4 C -2.801 -0.487 3.856  -0.24
5 C -1.801 0.435 4.148  -0.04
6 C -0.529 0.304 3.613  -0.01
7 C -0.238 -0.758 2.773  -0.27
8 C -1.231 -1.684 2.478  -0.45
9 C -2.506 -1.553 3.014  -0.05
10 S -0.823 -3.021 1.395  1.05
11 C 0.196 -2.110 0.271  -0.44
12 C 0.148 -2.371 -1.094  -0.10
13 C 0.964 -1.634 -1.941  -0.08
14 C 1.791 -0.642 -1.435  0.00
15 C 1.827 -0.380 -0.070  -0.23
16 O 2.691 0.573 0.380  -0.05
17 C 2.110 1.681 1.083  -0.23
18 C 2.298 2.962 0.281  -0.07
19 C 1.030 -1.129 0.802  -0.20
20 N 1.083 -0.903 2.221  0.07
21 H -6.281 -1.254 2.913  0.07
22 H -6.578 0.139 1.857  0.07
23 H -5.105 -0.805 1.682  0.07
24 H -4.459 1.188 2.864  0.11
25 H -5.807 1.103 3.968  0.10
26 H -4.132 0.269 5.325  0.11
27 H -4.652 -1.274 4.600  0.11
28 H -2.042 1.265 4.802  0.11
29 H 0.250 1.020 3.841  0.11
30 H -3.270 -2.284 2.777  0.11
31 H -0.528 -3.134 -1.457  0.07
32 H 0.921 -1.828 -3.006  0.10
33 H 2.416 -0.059 -2.099  0.12
34 H 1.064 1.495 1.325  0.11
35 H 2.649 1.764 2.029  0.12
36 H 3.304 3.349 0.435  0.05
37 H 1.594 3.727 0.609  0.08
38 H 2.174 2.769 -0.785  0.08
39 H 1.492 -1.741 2.634  0.14
40 C 5.434 6.685 -0.847  0.04
41 N 4.172 6.757 -0.062  -0.44
42 O 3.772 5.747 0.475  0.06
43 O 3.621 7.838 -0.017  0.06
44 H 5.811 5.670 -0.803  0.10
45 H 5.198 6.974 -1.864  0.09
46 H 6.131 7.389 -0.405  0.10
47 C 6.215 10.480 -3.162  0.05
48 N 6.484 9.090 -3.624  -0.45
49 O 7.090 8.349 -2.876  0.05
50 O 6.070 8.787 -4.720  0.07
51 H 6.640 10.598 -2.173  0.09
52 H 6.675 11.152 -3.880  0.10
53 H 5.138 10.612 -3.154  0.10
54 C -1.746 -6.361 -3.618  0.05
55 N -1.874 -5.438 -2.459  -0.45
56 O -2.566 -4.449 -2.586  0.06
57 O -1.275 -5.741 -1.447  0.05
58 H -2.333 -5.959 -4.435  0.10
59 H -0.692 -6.417 -3.873  0.11
60 H -2.112 -7.334 -3.299  0.06
61 C -4.337 -9.691 -1.971  0.05
62 N -3.574 -10.147 -3.166  -0.44
63 O -3.828 -11.234 -3.626  0.09
64 O -2.734 -9.381 -3.601  0.04
65 H -5.039 -10.469 -1.700  0.09
66 H -3.616 -9.507 -1.180  0.10
67 H -4.844 -8.770 -2.243  0.10